ORCA calculation (ωB97M-V/def2-TZVPD) on a 23-piece molecular cluster, C24H78FO28P overall.

Bonds (Å) are listed after each position.
Positions of all 132 atoms, in Å:
1 C 1.785 3.531 -0.945  C2 1.614, H33 1.140, H34 1.145, H35 1.143
2 C 1.273 2.715 -2.240  C1 1.614, O3 1.452, H36 1.144, H37 1.148
3 O 2.324 1.958 -2.896  C2 1.452, C4 1.460
4 C 3.087 1.189 -1.917  O3 1.460, C5 1.618, H38 1.147, H39 1.148
5 C 3.914 -0.028 -2.590  C4 1.618, C6 1.591, H40 1.148, H41 1.144
6 C 4.632 -0.931 -1.495  C5 1.591, C7 1.600, H42 1.148, H43 1.147
7 C 6.017 -0.365 -0.929  C6 1.600, C8 1.617, H44 1.146, H45 1.147
8 C 6.390 -1.188 0.412  C7 1.617, C9 1.591, H46 1.133, H47 1.156
9 C 5.323 -0.895 1.556  C8 1.591, C10 1.522, C14 1.517
10 C 4.455 -2.031 2.077  C9 1.522, C11 1.516, H48 1.127
11 C 3.421 -1.673 3.126  C10 1.516, C12 1.544, C31 1.592
12 C 3.318 -0.211 3.609  C11 1.544, C13 1.510, C16 1.594
13 C 4.191 0.907 3.091  C12 1.510, C14 1.517, H49 1.128
14 C 5.215 0.542 2.032  C9 1.517, C13 1.517, F15 1.415
15 F 6.033 1.579 1.525  C14 1.415
16 C 2.183 0.092 4.687  C12 1.594, O17 1.240, C18 1.593
17 O 2.346 0.894 5.618  C16 1.240
18 C 0.852 -0.757 4.469  C16 1.593, C19 1.602, C30 1.411
19 C -0.548 -0.026 4.742  C18 1.602, C20 1.623, H50 1.131, H51 1.130
20 C -0.936 0.627 3.307  C19 1.623, C21 1.592, H52 1.149, H53 1.146
21 C -1.416 -0.437 2.224  C20 1.592, P22 1.897, H54 1.148, H55 1.144
22 P -0.485 -0.272 0.581  C21 1.897, O23 1.536, O24 1.689, O27 1.694
23 O 0.994 0.068 0.821  P22 1.536
24 O -1.123 0.995 -0.337  P22 1.689, C25 1.461
25 C -2.467 0.728 -0.845  O24 1.461, C26 1.622, H56 1.141, H57 1.135
26 C -2.418 1.068 -2.430  C25 1.622, H58 1.135, H59 1.143, H60 1.148
27 O -0.559 -1.796 -0.154  P22 1.694, C28 1.453
28 C -0.347 -1.740 -1.590  O27 1.453, C29 1.608, H61 1.149, H62 1.134
29 C 0.842 -2.693 -2.105  C28 1.608, H63 1.140, H64 1.134, H65 1.145
30 C 0.946 -2.098 4.041  C18 1.411, C31 1.598, H66 1.128
31 C 2.389 -2.716 3.744  C11 1.592, C30 1.598, O32 1.243
32 O 2.682 -3.895 4.009  C31 1.243
33 H 2.766 4.029 -1.243  C1 1.140
34 H 1.913 2.825 -0.052  C1 1.145
35 H 1.067 4.354 -0.609  C1 1.143
36 H 0.339 2.089 -2.027  C2 1.144
37 H 0.931 3.515 -2.989  C2 1.148
38 H 3.877 1.826 -1.382  C4 1.147
39 H 2.388 0.749 -1.119  C4 1.148
40 H 3.189 -0.719 -3.152  C5 1.148
41 H 4.634 0.428 -3.354  C5 1.144
42 H 4.877 -1.948 -1.968  C6 1.148
43 H 3.882 -1.170 -0.660  C6 1.147
44 H 6.885 -0.543 -1.655  C7 1.146
45 H 5.939 0.760 -0.720  C7 1.147
46 H 7.405 -0.917 0.835  C8 1.133
47 H 6.390 -2.296 0.083  C8 1.156
48 H 4.514 -3.106 1.744  C10 1.127
49 H 4.016 1.950 3.483  C13 1.128
50 H -0.321 0.851 5.419  C19 1.131
51 H -1.341 -0.730 5.133  C19 1.130
52 H 0.031 1.101 2.906  C20 1.149
53 H -1.665 1.500 3.440  C20 1.146
54 H -2.539 -0.290 2.038  C21 1.148
55 H -1.324 -1.510 2.609  C21 1.144
56 H -2.708 -0.384 -0.774  C25 1.141
57 H -3.233 1.362 -0.299  C25 1.135
58 H -3.305 1.700 -2.750  C26 1.135
59 H -2.303 0.118 -3.055  C26 1.143
60 H -1.470 1.692 -2.605  C26 1.148
61 H -1.300 -2.167 -2.069  C28 1.149
62 H -0.166 -0.700 -2.003  C28 1.134
63 H 0.563 -3.195 -3.089  C29 1.140
64 H 1.090 -3.525 -1.376  C29 1.134
65 H 1.770 -2.044 -2.277  C29 1.145
66 H -0.016 -2.673 3.908  C30 1.128
67 O -5.439 1.362 -3.630  H68 0.966, H69 0.965
68 H -5.880 0.591 -4.010  O67 0.966
69 H -6.114 2.051 -3.657  O67 0.965
70 O 0.452 6.291 0.297  H71 0.965, H72 0.965
71 H 0.994 6.891 0.825  O70 0.965
72 H -0.299 6.832 0.026  O70 0.965
73 O -0.790 4.174 1.498  H74 0.967, H75 0.965
74 H -0.783 3.247 1.223  O73 0.967
75 H 0.102 4.484 1.300  O73 0.965
76 O 2.436 0.132 -5.772  H77 0.964, H78 0.967
77 H 3.387 0.025 -5.889  O76 0.964
78 H 2.360 0.689 -4.986  O76 0.967
79 O -4.006 4.286 1.012  H80 0.965, H81 0.969
80 H -4.320 4.958 1.629  O79 0.965
81 H -3.041 4.326 1.095  O79 0.969
82 O -4.527 0.954 1.734  H83 0.967, H84 0.965
83 H -5.422 1.158 1.432  O82 0.967
84 H -4.315 1.673 2.343  O82 0.965
85 O 0.199 -5.891 4.409  H86 0.969, H87 0.965
86 H 1.073 -5.509 4.243  O85 0.969
87 H 0.390 -6.790 4.704  O85 0.965
88 O 0.179 -0.535 7.821  H89 0.967, H90 0.966
89 H 1.056 -0.166 7.653  O88 0.967
90 H 0.357 -1.438 8.115  O88 0.966
91 O -5.532 0.458 -6.630  H92 0.966, H93 0.967
92 H -5.205 -0.162 -7.295  O91 0.966
93 H -4.730 0.791 -6.207  O91 0.967
94 O 0.522 -0.359 10.821  H95 0.967, H96 0.964
95 H 0.026 0.057 10.104  O94 0.967
96 H 1.341 0.149 10.864  O94 0.964
97 O -0.266 -5.291 7.519  H98 0.967, H99 0.964
98 H 0.028 -5.351 6.599  O97 0.967
99 H 0.409 -5.770 8.014  O97 0.964
100 O -6.816 3.113 0.560  H101 0.965, H102 0.969
101 H -7.277 3.563 -0.158  O100 0.965
102 H -5.979 3.594 0.640  O100 0.969
103 O -4.038 -1.486 -3.553  H104 0.965, H105 0.965
104 H -4.472 -2.262 -3.928  O103 0.965
105 H -4.716 -0.800 -3.581  O103 0.965
106 O -3.584 -2.368 0.339  H107 0.965, H108 0.967
107 H -3.653 -3.291 0.068  O106 0.965
108 H -2.654 -2.149 0.192  O106 0.967
109 O 6.063 -3.268 4.558  H110 0.965, H111 0.966
110 H 6.044 -3.261 5.522  O109 0.965
111 H 5.149 -3.457 4.307  O109 0.966
112 O 1.281 -3.756 -5.358  H113 0.965, H114 0.965
113 H 1.637 -4.646 -5.251  O112 0.965
114 H 1.700 -3.431 -6.164  O112 0.965
115 O 3.357 5.163 -3.544  H116 0.966, H117 0.964
116 H 3.100 4.250 -3.360  O115 0.966
117 H 2.619 5.515 -4.055  O115 0.964
118 O -7.692 1.444 -8.444  H119 0.966, H120 0.968
119 H -7.892 0.702 -9.028  O118 0.966
120 H -6.949 1.130 -7.909  O118 0.968
121 O -8.855 1.239 -11.528  H122 0.964, H123 0.966
122 H -9.750 1.440 -11.825  O121 0.964
123 H -8.644 1.959 -10.919  O121 0.966
124 O -2.330 -4.416 -3.123  H125 0.965, H126 0.966
125 H -1.661 -4.370 -2.429  O124 0.965
126 H -1.912 -3.986 -3.880  O124 0.966
127 O 7.839 -3.857 -0.111  H128 0.965, H129 0.965
128 H 8.697 -3.451 -0.284  O127 0.965
129 H 8.059 -4.754 0.170  O127 0.965
130 O -7.787 4.028 3.237  H131 0.968, H132 0.964
131 H -7.466 3.975 2.325  O130 0.968
132 H -7.153 3.504 3.740  O130 0.964

Results
E	-95486.0442	eV
HOMO level	-9.0	eV